# 1
Computed, not measured: a molecular structure, C4H5NO2, with ωB97M-V/def2-TZVPD.

For the energy relative to the best compared isomer or geometry (same formula, charge and spin), the calculation gives 130.6 kcal per mole. The value obtained for the HOMO-LUMO gap is 9.059 eV. For the molar mass, the calculation gives 99.09 g mol⁻¹. The calculation puts the LUMO energy at -0.5 eV. Its total energy is -9808.6503 eV.

```
12
Properties=species:S:1:pos:R:3:lowdin_charge:R:1
O 1.0542 1.3946 0.0687 0.08
O -0.9364 2.4409 0.1832 0.17
N 0.9145 -0.4905 -1.2280 0.02
C -0.3748 1.3998 0.1010 -0.38
C 1.5408 0.2160 -0.2954 -0.20
C -0.0853 -1.0338 -0.5412 -0.22
C -0.9813 0.0032 0.1540 -0.08
H 0.9124 -1.2152 0.8953 0.14
H 1.6704 -0.6255 0.7830 0.09
H -1.2390 -0.2207 1.1946 0.13
H -0.5551 -1.9455 -0.9117 0.12
H -1.9203 0.0767 -0.4036 0.13
```

=====

# 2
Computed, not measured: C4H5NO2 in the gas phase, with ωB97M-V/def2-TZVPD.

For the energy relative to the best compared isomer or geometry (same formula, charge and spin), the calculation gives 46.0 kcal per mole. The value obtained for the HOMO-LUMO gap is 10.873 eV. As for the structure (SMILES): O=C[C@H]1CN1C=O. For the molar mass, the calculation gives 99.09 g mol⁻¹. The calculation puts the LUMO energy at 0.7 eV. Its total energy is -9812.3213 eV.

```
12
Properties=species:S:1:pos:R:3:lowdin_charge:R:1
O -0.8896 0.9843 2.3562 0.07
O -0.5005 0.6827 -2.1163 0.06
N 0.8938 -0.3359 -0.5662 -0.02
C -0.1021 -1.2909 -0.1681 -0.07
C -0.6008 0.7657 1.2056 -0.22
C 0.3985 -0.2779 0.8131 -0.18
C 0.5198 0.6743 -1.4739 -0.31
H 1.1032 -0.5672 1.5879 0.15
H 0.2531 -2.3128 -0.0769 0.12
H -1.1026 -1.1599 -0.5758 0.12
H -1.0877 1.3053 0.3678 0.13
H 1.3015 1.4439 -1.5771 0.14
```

=====

# 3
Computed, not measured: C4H5NO2 in the gas phase at a distorted geometry, with ωB97M-V/def2-TZVPD.

For the energy relative to the best compared isomer or geometry (same formula, charge and spin), the calculation gives 29.3 kcal per mole. The value obtained for the HOMO-LUMO gap is 10.615 eV. As for the structure (SMILES): O=C[C@H]1CN=CO1. For the molar mass, the calculation gives 99.09 g mol⁻¹. The calculation puts the LUMO energy at 0.7 eV. Its total energy is -9813.0424 eV.

```
12
Properties=species:S:1:pos:R:3:lowdin_charge:R:1
O 0.6663 -0.5559 -1.0932 -0.03
O 0.4625 -0.8137 2.4346 0.07
N -0.6264 1.3091 -1.0860 0.07
C -0.0917 -0.6806 0.1215 -0.23
C 0.8673 -0.7695 1.2954 -0.19
C 0.2455 0.6036 -1.6671 -0.22
C -0.9344 0.6484 0.1951 -0.12
H 0.7318 0.8362 -2.6121 0.14
H -0.5795 1.2622 1.0118 0.11
H -0.6809 -1.6045 0.0512 0.16
H 1.9409 -0.7328 1.0209 0.14
H -2.0015 0.4975 0.3278 0.12
```